1.
Density functional theory data (ωB97M-V with the def2-TZVPD basis set) for 9 unconnected molecules or ions with the total composition C18H54O9.

Values from the calculation:
* LUMO energy: 0.60 eV
* SMILES string: CCO.CCO.CCO.CCO.CCO.CCO.CCO.CCO.CCO
* E_tot: -37964.12963 eV
* ΔE to the lowest compared entry with this formula, charge and spin: 553.4 kJ/mol

Geometry as XYZ:
```
81
C18H54O9 | OMol25 | ωB97M-V with the def2-TZVPD basis set
C 17.86 11.97 16.95
C 18.72 11.12 17.92
O 18.24 9.74 17.78
H 16.81 11.74 17.07
H 18.22 11.73 15.95
H 18.05 13.02 17.16
H 18.78 11.50 18.94
H 19.72 11.13 17.49
H 18.70 9.28 17.07
C 14.82 14.19 17.37
C 14.18 14.76 18.53
O 13.63 13.81 19.37
H 15.16 14.76 16.50
H 14.14 13.44 16.97
H 15.68 13.56 17.61
H 13.39 15.47 18.28
H 14.89 15.48 18.94
H 13.01 13.23 18.93
C 17.14 5.25 16.33
C 17.17 6.26 17.49
O 18.31 5.94 18.33
H 18.14 4.91 16.06
H 16.66 5.60 15.41
H 16.70 4.29 16.59
H 16.27 6.14 18.09
H 17.32 7.31 17.22
H 18.06 6.14 19.24
C 20.43 10.62 21.56
C 19.81 11.84 22.17
O 20.58 13.00 21.84
H 20.64 10.67 20.49
H 19.77 9.77 21.70
H 21.40 10.45 22.02
H 19.61 11.65 23.22
H 18.79 11.87 21.78
H 21.25 13.17 22.52
C 17.51 7.86 20.81
C 18.77 7.10 21.34
O 18.80 5.76 20.91
H 17.65 8.93 20.98
H 16.62 7.54 21.34
H 17.43 7.78 19.73
H 19.00 7.12 22.41
H 19.71 7.51 20.97
H 19.59 5.36 21.27
C 17.62 14.27 20.04
C 18.80 15.28 20.16
O 19.34 15.42 21.50
H 17.93 13.23 20.10
H 17.15 14.19 19.06
H 16.84 14.38 20.79
H 18.55 16.32 19.96
H 19.61 15.04 19.47
H 19.96 14.69 21.61
C 21.77 9.24 14.21
C 21.01 9.03 15.51
O 19.67 9.02 15.08
H 21.73 10.29 13.90
H 21.35 8.54 13.49
H 22.81 9.01 14.41
H 21.24 9.87 16.17
H 21.44 8.08 15.84
H 19.66 8.51 14.27
C 21.65 13.54 14.44
C 21.64 14.29 15.76
O 21.18 13.43 16.84
H 22.10 14.07 13.61
H 20.76 12.94 14.25
H 22.43 12.79 14.57
H 21.11 15.24 15.73
H 22.67 14.54 16.01
H 20.89 12.58 16.50
C 17.83 15.15 14.56
C 18.22 16.25 15.66
O 17.28 17.24 15.85
H 18.38 15.19 13.61
H 16.77 15.31 14.40
H 17.93 14.17 15.03
H 19.27 16.52 15.54
H 18.11 15.64 16.56
H 17.74 18.04 15.60
```

2.
Density functional theory data (ωB97M-V with the def2-TZVPD basis set) for 9 unconnected molecules or ions with the total composition C18H54O9.

Values from the calculation:
* LUMO energy: 0.59 eV
* SMILES string: CCO.CCO.CCO.CCO.CCO.CCO.CCO.CCO.CCO
* E_tot: -37964.60857 eV
* ΔE to the lowest compared entry with this formula, charge and spin: 507.2 kJ/mol

Geometry as XYZ:
```
81
C18H54O9 | OMol25 | ωB97M-V with the def2-TZVPD basis set
C -14.72 6.94 -8.67
C -13.53 7.83 -8.42
O -13.04 7.63 -7.07
H -14.58 5.86 -8.66
H -15.21 7.20 -9.60
H -15.42 7.22 -7.88
H -13.75 8.89 -8.57
H -12.71 7.52 -9.07
H -12.44 8.37 -6.98
C -10.39 9.76 -4.53
C -10.34 10.03 -6.04
O -11.61 9.86 -6.46
H -10.61 10.64 -3.93
H -9.41 9.62 -4.06
H -11.05 8.96 -4.20
H -9.64 9.31 -6.46
H -9.96 11.01 -6.30
H -12.21 10.40 -5.93
C -8.81 8.28 -10.67
C -8.89 7.45 -9.40
O -8.65 6.06 -9.68
H -8.06 7.76 -11.28
H -8.46 9.28 -10.41
H -9.78 8.28 -11.17
H -9.90 7.51 -9.01
H -8.14 7.80 -8.68
H -8.84 5.54 -8.90
C -14.73 7.70 -13.35
C -15.42 6.93 -12.25
O -16.56 7.64 -12.01
H -15.37 8.07 -14.15
H -14.01 7.02 -13.81
H -14.17 8.52 -12.89
H -14.71 6.72 -11.45
H -15.60 5.92 -12.61
H -16.43 8.51 -12.38
C -12.10 3.85 -9.50
C -12.81 2.59 -8.99
O -14.02 3.12 -8.46
H -11.99 4.67 -8.79
H -12.50 4.14 -10.48
H -11.03 3.66 -9.60
H -12.23 2.12 -8.20
H -12.79 1.94 -9.86
H -13.87 3.95 -7.99
C -16.41 7.16 -5.21
C -17.47 7.00 -6.34
O -17.70 8.34 -6.68
H -16.94 7.65 -4.40
H -15.58 7.73 -5.63
H -16.10 6.18 -4.84
H -18.40 6.58 -5.97
H -17.10 6.38 -7.16
H -18.14 8.24 -7.53
C -20.46 6.61 -8.80
C -19.48 7.08 -9.91
O -18.46 7.94 -9.36
H -19.92 6.37 -7.88
H -21.13 5.75 -8.92
H -21.10 7.40 -8.41
H -20.07 7.50 -10.72
H -18.92 6.21 -10.24
H -17.78 8.16 -10.00
C -15.37 12.02 -8.81
C -15.29 13.13 -7.80
O -13.97 13.34 -7.49
H -14.66 11.23 -8.58
H -14.91 12.51 -9.67
H -16.39 11.66 -8.98
H -15.67 12.70 -6.87
H -15.96 13.98 -7.95
H -13.74 14.26 -7.33
C -9.93 6.22 -5.84
C -9.84 4.76 -6.23
O -9.21 4.73 -7.52
H -10.24 6.80 -6.71
H -8.95 6.55 -5.51
H -10.77 6.41 -5.17
H -10.81 4.27 -6.30
H -9.23 4.27 -5.47
H -9.00 3.81 -7.71
```

Repeat the second record exactly.
Density functional theory data (ωB97M-V with the def2-TZVPD basis set) for 9 unconnected molecules or ions with the total composition C18H54O9.

Values from the calculation:
* LUMO energy: 0.59 eV
* SMILES string: CCO.CCO.CCO.CCO.CCO.CCO.CCO.CCO.CCO
* E_tot: -37964.60857 eV
* ΔE to the lowest compared entry with this formula, charge and spin: 507.2 kJ/mol

Geometry as XYZ:
```
81
C18H54O9 | OMol25 | ωB97M-V with the def2-TZVPD basis set
C -14.72 6.94 -8.67
C -13.53 7.83 -8.42
O -13.04 7.63 -7.07
H -14.58 5.86 -8.66
H -15.21 7.20 -9.60
H -15.42 7.22 -7.88
H -13.75 8.89 -8.57
H -12.71 7.52 -9.07
H -12.44 8.37 -6.98
C -10.39 9.76 -4.53
C -10.34 10.03 -6.04
O -11.61 9.86 -6.46
H -10.61 10.64 -3.93
H -9.41 9.62 -4.06
H -11.05 8.96 -4.20
H -9.64 9.31 -6.46
H -9.96 11.01 -6.30
H -12.21 10.40 -5.93
C -8.81 8.28 -10.67
C -8.89 7.45 -9.40
O -8.65 6.06 -9.68
H -8.06 7.76 -11.28
H -8.46 9.28 -10.41
H -9.78 8.28 -11.17
H -9.90 7.51 -9.01
H -8.14 7.80 -8.68
H -8.84 5.54 -8.90
C -14.73 7.70 -13.35
C -15.42 6.93 -12.25
O -16.56 7.64 -12.01
H -15.37 8.07 -14.15
H -14.01 7.02 -13.81
H -14.17 8.52 -12.89
H -14.71 6.72 -11.45
H -15.60 5.92 -12.61
H -16.43 8.51 -12.38
C -12.10 3.85 -9.50
C -12.81 2.59 -8.99
O -14.02 3.12 -8.46
H -11.99 4.67 -8.79
H -12.50 4.14 -10.48
H -11.03 3.66 -9.60
H -12.23 2.12 -8.20
H -12.79 1.94 -9.86
H -13.87 3.95 -7.99
C -16.41 7.16 -5.21
C -17.47 7.00 -6.34
O -17.70 8.34 -6.68
H -16.94 7.65 -4.40
H -15.58 7.73 -5.63
H -16.10 6.18 -4.84
H -18.40 6.58 -5.97
H -17.10 6.38 -7.16
H -18.14 8.24 -7.53
C -20.46 6.61 -8.80
C -19.48 7.08 -9.91
O -18.46 7.94 -9.36
H -19.92 6.37 -7.88
H -21.13 5.75 -8.92
H -21.10 7.40 -8.41
H -20.07 7.50 -10.72
H -18.92 6.21 -10.24
H -17.78 8.16 -10.00
C -15.37 12.02 -8.81
C -15.29 13.13 -7.80
O -13.97 13.34 -7.49
H -14.66 11.23 -8.58
H -14.91 12.51 -9.67
H -16.39 11.66 -8.98
H -15.67 12.70 -6.87
H -15.96 13.98 -7.95
H -13.74 14.26 -7.33
C -9.93 6.22 -5.84
C -9.84 4.76 -6.23
O -9.21 4.73 -7.52
H -10.24 6.80 -6.71
H -8.95 6.55 -5.51
H -10.77 6.41 -5.17
H -10.81 4.27 -6.30
H -9.23 4.27 -5.47
H -9.00 3.81 -7.71
```